{"formula": "C3H3BaO3", "method": "ωB97M-V/def2-TZVPD", "multiplicity": 2, "s_squared": 0.7536, "homo_lumo_gap_ev": [6.869, 9.067], "e_above_lowest_ev": 0.3087, "e_homo_ev": [-15.6, -17.8], "charge": 2, "elements": ["Ba", "O", "O", "O", "C", "C", "C", "H", "H", "H"], "xyz": [[2.156, 0.953, -0.860], [-0.948, -1.208, 1.606], [0.497, -1.163, -0.102], [-0.660, -3.020, 0.310], [-0.442, -1.614, 0.564], [-1.034, -3.777, 1.316], [-1.576, -3.096, 2.464], [-2.590, -2.692, 2.421], [-0.480, -4.713, 1.399], [-1.115, -3.311, 3.431]], "forces_ev_per_a": [[-0.9, -1.1, 0.4], [-0.4, 0.1, -0.5], [0.5, 1.5, -1.6], [-0.4, -0.9, -1.4], [0.8, -0.9, 2.7], [1.2, 2.3, 1.7], [-0.4, -1.0, -1.1], [0.5, 0.3, 0.1], [-0.5, -0.2, -0.3], [-0.4, -0.1, -0.1]]}